No. 1
12
Properties=species:S:1:pos:R:3:forces:R:3 method="wB97M-V/def2-TZVPD" multiplicity=1 homo_lumo_gap_ev=10.525 homo_ev=-10.0581 smiles="O=COCO.O"
O 0.70581 2.74396 0.88587 3.2 -1.9 -2.1
C 1.71001 2.30165 0.31180 -2.8 1.3 0.5
O 1.70538 1.34118 -0.73490 3.3 2.3 2.4
C 0.52355 0.81828 -1.03499 -3.3 -1.5 -1.5
O 0.00000 0.00000 0.00000 1.4 -0.7 -0.7
H 2.71543 2.72854 0.49766 -0.3 -0.7 -0.3
H 0.58888 0.14309 -1.90980 0.5 0.7 0.1
H -0.18444 1.63052 -1.28886 -0.1 -0.6 0.5
H 0.57442 -0.79299 0.04000 -0.6 0.6 0.2
O -1.87836 1.14312 1.11939 -0.7 0.4 -0.8
H -0.96380 0.93661 0.82076 -1.2 0.2 0.6
H -2.40177 1.20827 0.28869 0.6 -0.1 1.0


No. 2
123
Properties=species:S:1:pos:R:3:forces:R:3 method="wB97M-V/def2-TZVPD" multiplicity=1 homo_lumo_gap_ev=9.936 homo_ev=-9.3304 smiles=CC(C)O.CC(C)O.CC(C)O.CC(C)O.CC(C)O.CC(C)O.CC(C)O.CC(C)O.CCO.CCO.CCO
C 5.27094 0.51683 -1.99675 -0.2 1.4 -1.2
C 4.86263 1.00894 -3.43232 0.8 1.0 1.4
C 4.26035 -0.10953 -4.23482 -2.8 0.1 -0.3
O 4.11498 2.25265 -3.26568 0.5 -1.3 -0.9
H 4.36778 0.36977 -1.37136 0.5 0.1 -0.3
H 5.94210 1.29431 -1.58754 -0.5 -0.5 0.2
H 5.81088 -0.40162 -2.09775 0.3 -0.7 0.2
H 5.73345 1.37682 -4.00221 -0.1 -0.3 0.4
H 3.67912 0.28521 -5.10559 0.3 -0.2 0.7
H 3.57226 -0.80895 -3.66033 0.7 1.0 -0.4
H 5.01253 -0.71964 -4.65902 1.0 -0.7 -0.3
H 3.36791 2.02277 -2.72516 -0.9 0.1 0.6
C -2.33700 -5.89144 -0.29154 -0.4 -0.4 0.1
C -2.25344 -4.54791 -0.98762 0.5 0.8 0.0
C -0.88080 -4.34206 -1.66019 0.8 -0.6 0.3
O -3.34652 -4.19602 -1.84092 0.1 -0.3 0.0
H -2.11323 -6.70432 -1.01191 0.2 0.2 0.6
H -3.32978 -6.12943 0.15140 0.5 0.5 -0.4
H -1.62997 -5.83219 0.56202 -0.2 -0.5 -0.7
H -2.29472 -3.79312 -0.22000 -0.2 0.4 0.4
H -0.80320 -3.41849 -2.23311 -0.3 0.1 0.1
H -0.63480 -5.17024 -2.34964 -0.2 0.2 0.2
H -0.04240 -4.30424 -0.90444 -1.0 -0.1 -0.5
H -3.62725 -4.95069 -2.36721 0.2 -0.1 0.0
C -3.63014 0.53798 4.41480 -0.8 -1.4 -0.5
C -2.80169 -0.60837 3.95729 0.4 -1.3 -0.5
C -3.49421 -1.46643 2.90400 -1.0 0.7 -0.3
O -1.53345 -0.12665 3.46455 0.8 -0.2 1.9
H -3.79393 1.24549 3.63122 -0.2 0.5 -0.4
H -3.24590 0.95265 5.26878 1.6 1.6 1.8
H -4.53798 0.14983 4.82283 -1.2 -0.3 -0.3
H -2.58433 -1.35539 4.73678 -0.1 0.6 0.5
H -2.89171 -2.28432 2.60864 0.8 -0.9 -0.2
H -3.68056 -0.89870 2.00479 0.0 0.5 -0.5
H -4.49801 -1.87075 3.15934 0.7 0.4 0.5
H -0.92760 -0.03268 4.32374 -1.0 0.2 -2.1
C -4.03755 2.12111 -3.76345 2.4 1.4 -1.0
C -4.26281 1.49338 -2.46658 -0.2 -0.8 2.4
C -4.65457 0.03346 -2.62764 -0.8 -1.1 1.0
O -3.06207 1.50748 -1.58606 -1.4 -0.4 -0.8
H -3.66531 3.17213 -3.69524 -0.5 -0.6 0.2
H -4.96343 2.12835 -4.28404 -0.7 0.0 -0.7
H -3.25060 1.60942 -4.34194 -0.5 -0.1 0.1
H -5.07608 2.08163 -1.99143 0.4 -0.4 0.3
H -4.03626 -0.41616 -3.36079 1.0 -0.4 -0.8
H -5.66324 -0.13504 -3.01883 -0.1 0.4 0.2
H -4.56616 -0.66113 -1.72331 -0.1 1.3 -0.8
H -3.24206 0.79383 -0.93896 0.4 0.7 -0.4
C 0.82014 -2.12292 4.69481 -0.3 1.2 -0.7
C 0.41005 -1.31133 5.88598 -0.6 0.7 0.6
C 1.41217 -1.45215 6.97976 0.8 -0.5 -0.1
O 0.16709 0.07155 5.57569 -1.1 -0.5 0.1
H 1.73605 -1.68316 4.25514 -0.4 -0.4 0.0
H 0.00715 -2.15956 3.95516 0.5 -0.1 0.1
H 1.01573 -3.08960 5.07279 0.3 -1.3 0.0
H -0.55378 -1.60901 6.28188 -0.3 -0.4 -0.1
H 1.16095 -1.05843 7.93725 -0.6 0.3 0.6
H 2.33123 -0.98173 6.70485 0.8 0.5 -0.4
H 1.67409 -2.49729 7.07363 -0.1 -0.4 0.3
H 0.98252 0.49197 5.35428 1.3 0.7 -0.4
C -1.74185 5.19927 0.15134 0.0 1.4 -1.5
C -1.42214 3.73923 0.29870 -0.1 0.0 0.8
C -2.67463 3.09972 0.89634 0.3 -0.8 -0.6
O -0.93869 3.07897 -0.90970 -0.4 1.5 1.5
H -0.92316 5.81840 -0.26435 -0.2 -0.4 0.3
H -2.07992 5.67159 1.07389 0.3 -0.3 0.3
H -2.59909 5.34299 -0.52771 0.3 -0.2 0.0
H -0.64726 3.67834 1.06686 0.3 -0.4 -0.3
H -2.56950 2.02653 0.79426 0.0 -0.3 0.3
H -3.55208 3.35700 0.27807 0.1 0.2 0.7
H -2.74322 3.31217 1.97340 -0.3 0.2 -0.5
H -1.68640 2.61573 -1.27681 -0.7 -0.6 -0.5
C 3.63597 3.93501 -0.21175 -1.6 0.2 0.4
C 2.10865 4.05328 -0.53289 0.6 -1.1 -0.9
C 2.02813 5.05600 -1.65669 -0.3 1.0 0.3
O 1.64145 2.75627 -0.96480 0.5 0.0 0.0
H 4.17911 3.84938 -1.15411 0.1 -0.5 0.3
H 3.79331 3.13862 0.50955 0.3 -0.3 -0.2
H 3.95032 4.85213 0.26492 0.2 0.4 0.1
H 1.48025 4.31987 0.31433 0.3 0.4 0.4
H 1.06032 5.22003 -2.11250 -0.4 -0.7 -0.2
H 2.78671 4.81228 -2.39556 -0.2 0.1 -0.3
H 2.22569 6.05273 -1.25586 0.5 0.1 0.1
H 0.65458 2.76437 -1.03762 0.7 0.3 0.1
C -1.16952 -0.77509 -4.99765 -0.7 0.0 -0.3
C 0.20526 -0.99235 -5.61739 -1.5 2.2 -1.3
C 0.79134 -2.20524 -5.05686 0.5 -1.6 0.3
O 0.06670 -0.88074 -7.10181 0.4 -0.7 1.2
H -1.56578 0.19208 -5.26582 0.1 0.5 0.1
H -1.21399 -0.92055 -3.91855 0.3 0.2 0.1
H -1.93273 -1.46004 -5.38941 0.4 -0.3 -0.2
H 0.82193 -0.11008 -5.45818 0.1 0.0 0.4
H 0.00241 -2.98783 -5.16001 1.0 -0.1 -0.1
H 0.99691 -2.11603 -3.96291 -0.2 0.2 -0.8
H 1.74500 -2.41898 -5.55857 -0.3 -0.5 0.1
H -0.23196 -1.70799 -7.50838 0.0 0.1 0.5
C 1.86682 1.39295 2.59674 -2.0 1.2 -0.6
C 3.14872 1.64736 3.28548 0.7 -1.8 -0.7
O 3.02579 1.43079 4.66722 -0.3 0.0 1.3
H 0.98584 1.92794 3.04198 0.8 0.2 -0.5
H 1.57129 0.38497 2.74836 0.0 -1.2 -0.2
H 1.93403 1.60013 1.49575 -0.1 -0.2 1.0
H 3.52561 2.62629 3.11910 0.5 0.9 -0.5
H 3.80798 0.83601 2.87974 0.2 1.0 0.1
H 3.69023 1.96739 5.11271 -0.1 -0.2 0.1
C 1.80673 -3.97730 1.71519 -0.7 1.5 1.7
C 2.64238 -2.96342 0.98033 0.6 0.2 0.7
O 2.33233 -1.64422 1.41768 -0.3 0.0 -0.2
H 0.77222 -3.54629 1.78038 0.6 -0.8 -0.3
H 2.13892 -4.03452 2.78023 -0.1 -0.2 -0.8
H 1.84809 -4.93390 1.25727 -0.2 -1.0 -0.3
H 2.56409 -3.11304 -0.08409 -0.5 0.3 -0.8
H 3.71438 -3.13453 1.17310 -0.3 0.2 0.2
H 1.34866 -1.50358 1.40030 0.8 -0.4 -0.1
C 0.29883 -0.20599 -0.69780 1.0 -0.4 0.3
C -0.86406 -0.63417 0.12516 -2.1 0.0 1.1
O -0.52822 -1.42682 1.27624 0.6 0.1 1.0
H 0.75505 -1.11315 -1.06269 0.4 -0.4 -0.3
H 1.03832 0.25360 -0.06292 0.3 0.3 0.2
H 0.18570 0.45065 -1.55198 -0.8 0.1 0.0
H -1.59908 -1.22902 -0.44373 0.3 0.1 -0.2
H -1.43148 0.16502 0.60542 0.0 0.7 -0.7
H -0.82681 -0.96705 2.14097 0.3 -0.5 -1.5


No. 3
9
Properties=species:S:1:pos:R:3:forces:R:3 method="wB97M-V/def2-TZVPD" charge=+1 multiplicity=1 homo_lumo_gap_ev="8.301 / 8.116" homo_ev="-14.0733 / -13.9590"
C 0.95637 0.04220 0.80583 -1.2 1.0 0.9
C -0.92515 0.23524 -0.83330 -2.7 -3.1 4.5
N -0.11232 -0.74197 -0.07375 1.3 2.7 0.7
Br 2.48607 0.69435 0.00630 -0.4 -0.6 -0.3
Br -2.46720 0.69861 0.14575 0.9 0.0 -0.9
H 0.62512 0.76797 1.59522 -0.4 -1.2 -0.9
H -0.44409 0.83200 -1.45690 2.0 2.7 -2.7
H 0.59784 -1.14134 -0.65080 -0.1 -1.5 -1.1
H -0.71664 -1.38707 0.46165 0.7 0.1 -0.2


No. 4
7
Properties=species:S:1:pos:R:3:forces:R:3 method="wB97M-V/def2-TZVPD" multiplicity=1 homo_lumo_gap_ev=10.737 homo_ev=-9.5151 smiles="C=NN"
C -0.95049 0.29343 0.61313 -1.2 -1.4 1.6
N -0.17155 0.26556 -0.36285 0.2 0.5 -1.4
N 0.96596 -0.49698 -0.40438 1.2 1.0 1.4
H -1.90801 0.77218 0.43398 0.1 0.3 0.2
H -0.90398 -0.31731 1.58898 0.5 0.8 -1.3
H 1.69006 0.07225 -0.92482 -1.1 -1.1 0.9
H 1.26406 -0.66782 0.59367 0.2 -0.1 -1.4


Quick rundown of E, same order as above: -380.727787; -2019.748852; -5280.955003; -149.949734 a.u.
Quick rundown of relative energy (zero: lowest compared OMol25 entry of this formula, charge and spin), same order as above: 29.9; 36.6; 77.0; 58.6 kcal/mol